Record 1
A cluster of 4 separate species, C4H14O3 in total in a non-equilibrium geometry, computed with ωB97M-V with the def2-TZVPD basis set.

## Properties
LUMO level (alpha / beta)	3.6 / 3.7	eV
2S+1	2
E_tot	-386.4110	a.u.
charge	-1
gap between HOMO and LUMO (alpha / beta)	2.602 / 6.512	eV
energy above the lowest of the compared OMol25 structures with the same formula, charge and spin	161.4	kJ/mol
HOMO level (alpha / beta)	0.979 / -2.816	eV

Last column: Löwdin charge in e.
Cartesian coordinates (Å):
C -2.132305 -0.288138 -1.200444  -0.22
C -0.710768 0.248032 -1.043102  -0.32
C -0.381827 1.607647 -1.055855  -0.33
C 0.952792 2.198801 -0.749733  -0.21
H -2.913830 0.401399 -0.875589  0.05
H -2.115260 -1.269973 -0.720128  0.04
H -2.354605 -0.493633 -2.265217  0.03
H -0.005274 -0.493851 -1.486164  0.06
H -1.077342 2.243023 -1.645461  0.05
H 1.669522 2.190906 -1.589287  0.05
H 1.474457 1.660051 0.053004  0.04
H 0.815098 3.213243 -0.351601  0.04
H -0.876649 0.329908 1.677100  0.00
H -1.590033 0.554854 2.988721  0.01
O -0.744755 0.253174 2.640802  -0.12
H 0.453358 -3.679115 1.327961  0.02
H 0.856356 -2.484039 2.254282  0.04
O 0.656864 -2.739783 1.340287  -0.11
H 3.211459 -1.130800 -0.315903  0.02
H 2.107687 -1.536425 0.586536  -0.02
O 2.705055 -0.785281 0.429790  -0.10

Cartesian forces (eV/Å) of the 6 atoms listed first:
1.1 0.1 -0.8
0.2 -0.3 -0.2
-0.9 -0.2 -0.7
0.2 -0.3 0.3
0.1 -0.2 0.5
-0.7 0.2 0.2

Record 2
A structure of composition C36H37IrN2OPSbSe7Si, computed with ωB97M-V with the def2-TZVPD basis set.

## Properties
LUMO level (alpha / beta)	0.9 / 0.6	eV
2S+1	2
E_tot	-19364.5781	a.u.
charge	-1
gap between HOMO and LUMO (alpha / beta)	5.888 / 5.552	eV
energy above the lowest of the compared OMol25 structures with the same formula, charge and spin	25.1	kJ/mol
HOMO level (alpha / beta)	-4.973 / -4.961	eV

Last column: Löwdin charge in e.
Cartesian coordinates (Å):
Ir 0.185646 0.380314 1.500030  0.26
Se 2.159008 -0.712425 2.221435  0.40
P 3.798356 0.137721 0.953117  0.18
Se 3.685151 -0.117638 -1.135326  0.27
C 5.170787 -0.799803 1.712252  -0.41
C 5.596050 -0.524448 3.010563  -0.09
C 6.609475 -1.275620 3.584681  -0.08
C 7.199864 -2.308555 2.869425  -0.09
C 6.775110 -2.588139 1.579066  -0.08
C 5.762447 -1.837032 1.000197  -0.11
C 4.048204 1.868623 1.455938  -0.41
C 4.605744 2.762814 0.546022  -0.11
C 4.836646 4.077313 0.918226  -0.08
C 4.502309 4.508855 2.194986  -0.08
C 3.933457 3.625167 3.099385  -0.08
C 3.705574 2.306989 2.732328  -0.18
H 5.142086 0.277593 3.576192  0.09
H 6.934651 -1.054728 4.593143  0.10
H 7.989880 -2.896076 3.320134  0.10
H 7.231465 -3.393975 1.018461  0.10
H 5.426689 -2.040112 -0.009043  0.05
H 4.836627 2.419426 -0.454444  0.06
H 5.266752 4.769340 0.205214  0.10
H 4.670697 5.539776 2.480457  0.10
H 3.642635 3.962095 4.085916  0.11
H 3.227903 1.628826 3.428920  0.05
Se -0.941275 1.338870 6.797722  -0.20
Sb -1.437455 1.253836 4.474764  -0.23
Se 0.320197 2.280364 2.883556  0.12
Se -0.921023 -0.916683 3.262525  0.06
Se -3.412973 2.257404 3.500934  -0.13
C -0.499470 3.139686 -3.089775  -0.03
N -1.207386 3.220178 -1.830084  -0.08
C -0.786747 2.708442 -0.645780  -0.64
Se 0.861206 1.840086 -0.470200  0.64
N -1.781075 2.884092 0.240985  0.12
C -2.878002 3.465227 -0.376042  -0.18
C -4.137872 3.794659 0.096517  0.00
C -5.020181 4.340772 -0.821563  -0.08
C -4.656751 4.549831 -2.155651  -0.09
C -3.392845 4.223367 -2.621745  -0.01
C -2.512230 3.678963 -1.700092  -0.17
H 0.556527 2.974630 -2.899673  0.05
H -0.628392 4.076140 -3.630667  0.09
H -0.884553 2.310625 -3.686523  0.10
H -1.760566 2.634778 1.230817  0.01
H -4.406296 3.615562 1.128214  0.06
H -6.018174 4.605734 -0.498734  0.10
H -5.380111 4.970818 -2.841488  0.10
H -3.115816 4.372992 -3.656444  0.11
C -3.646056 -0.262270 0.437917  -0.10
C -3.190679 -0.943830 -0.854224  -0.58
C -2.956424 0.136131 -1.919775  -0.08
C -4.292636 -1.888417 -1.343844  -0.09
Si -1.537022 -1.858487 -0.603119  0.48
O -0.480209 -0.903559 0.153902  -0.58
C -1.780689 -3.516637 0.263457  -0.20
C -2.580967 -3.652257 1.402396  -0.12
C -2.717696 -4.870347 2.051457  -0.09
C -2.050155 -5.990589 1.575197  -0.10
C -1.243316 -5.880592 0.453045  -0.10
C -1.112744 -4.656724 -0.191387  -0.09
C -0.806647 -2.212120 -2.306889  -0.22
C -1.383669 -3.094349 -3.224902  -0.11
C -0.848296 -3.270782 -4.493317  -0.10
C 0.288431 -2.565942 -4.869070  -0.11
C 0.884447 -1.694629 -3.968788  -0.09
C 0.340392 -1.520058 -2.702055  -0.09
H -4.513787 0.379824 0.241318  0.09
H -2.872747 0.368526 0.879656  0.02
H -3.937774 -0.974130 1.211304  0.07
H -3.834424 0.789636 -1.995222  0.09
H -2.768377 -0.301836 -2.902956  0.08
H -2.087577 0.751797 -1.669872  0.06
H -5.219913 -1.326516 -1.509074  0.08
H -4.503607 -2.675157 -0.616697  0.07
H -4.026851 -2.365703 -2.290613  0.06
H -3.090268 -2.787944 1.810153  0.07
H -3.337705 -4.941685 2.936744  0.10
H -2.152472 -6.942216 2.082708  0.09
H -0.709185 -6.746517 0.080402  0.10
H -0.470507 -4.588686 -1.061820  0.10
H -2.261375 -3.667371 -2.943122  0.10
H -1.313074 -3.961596 -5.186983  0.09
H 0.712443 -2.705131 -5.856537  0.09
H 1.782071 -1.153708 -4.245444  0.10
H 0.817098 -0.842765 -2.002752  0.03

Cartesian forces (eV/Å) of the 6 atoms listed first:
0.1 -0.2 0.1
0.0 0.0 0.1
0.0 0.0 -0.1
0.0 0.0 0.0
0.0 0.0 0.0
0.0 0.0 0.0

Record 3
The molecule C2H2F3NO2 in a non-equilibrium geometry, computed with ωB97M-V with the def2-TZVPD basis set.

## Properties
LUMO level	0.3	eV
E_tot	-582.2258	a.u.
gap between HOMO and LUMO	11.991	eV
energy above the lowest of the compared OMol25 structures with the same formula, charge and spin	123.3	kJ/mol
HOMO level	-11.702	eV

Last column: Löwdin charge in e.
Cartesian coordinates (Å):
C 0.179768 -1.361657 -0.304872  -0.39
C 0.688383 1.503133 0.380560  -0.70
N -1.108108 -1.606218 -0.336325  0.20
O 1.184698 -1.945096 -0.304467  0.21
O 0.091523 0.295132 0.065285  0.01
F 1.739314 1.926279 -0.145316  0.25
F 0.758680 1.708818 1.701658  0.13
F -0.303575 2.539546 0.117333  0.01
H -1.646806 -0.753040 -0.291750  0.13
H -1.583878 -2.306897 -0.882107  0.14

Cartesian forces (eV/Å) of the 6 atoms listed first:
1.3 1.4 1.1
-6.0 -0.1 1.8
-1.7 1.0 -0.3
0.0 0.3 -0.4
0.9 0.8 -0.3
3.0 -0.2 -2.0

Record 4
A structure of composition C31H37N2O2PPdSSi in a non-equilibrium geometry, computed with ωB97M-V with the def2-TZVPD basis set.

## Properties
LUMO level (alpha / beta)	-0.9 / -0.9	eV
E_tot	-2620.3244	a.u.
gap between HOMO and LUMO (alpha / beta)	5.925 / 5.924	eV
energy above the lowest of the compared OMol25 structures with the same formula, charge and spin	124.7	kJ/mol
HOMO level (alpha / beta)	-6.803 / -6.803	eV

Last column: Löwdin charge in e.
Cartesian coordinates (Å):
Pd 0.662701 0.570552 0.167222  0.65
C 5.594374 -3.601155 2.423161  -0.18
Si 4.592966 -3.512441 0.841738  0.51
C 3.039074 -4.530404 1.036872  -0.21
C 5.577118 -4.275537 -0.570890  -0.19
C 4.327842 -1.713680 0.320018  -0.25
C 5.361124 -1.076928 -0.354593  -0.10
C 5.200763 0.177549 -0.937056  -0.08
C 3.942694 0.738091 -0.888121  -0.16
N 2.935441 0.181865 -0.221730  -0.07
C 3.121881 -0.981018 0.453658  -0.77
S 1.800962 -1.406805 1.483026  0.59
H 5.947702 -4.621966 2.588034  0.03
H 4.982997 -3.312206 3.280386  0.03
H 6.463319 -2.941053 2.393176  0.03
H 3.313137 -5.532845 1.377750  0.03
H 2.509673 -4.627338 0.086471  0.03
H 2.355380 -4.088368 1.758920  -0.02
H 5.726219 -5.346009 -0.411334  0.03
H 6.563447 -3.821650 -0.685721  0.02
H 5.042644 -4.147738 -1.514801  0.03
H 6.323418 -1.570108 -0.444098  0.10
H 6.015442 0.684945 -1.434158  0.09
H 3.726654 1.674005 -1.393823  0.10
O 0.584970 2.868656 1.840559  -0.05
N 1.404985 2.513534 0.766271  -0.09
C 0.903424 2.887369 -0.381460  -0.18
C -0.355198 3.640003 -0.511213  -0.23
C -0.286025 4.965729 -0.928676  -0.02
C -1.422752 5.756211 -0.924696  -0.07
C -2.626710 5.216875 -0.498577  -0.06
C -2.700552 3.881631 -0.130204  -0.08
C -1.570035 3.067922 -0.135506  -0.24
P -1.630272 1.190694 0.038318  1.07
C -3.215585 0.932485 -0.836269  -0.31
C -3.549366 1.649295 -1.983902  -0.10
C -4.761777 1.433303 -2.620919  -0.07
C -5.657400 0.504822 -2.109516  -0.07
C -5.330008 -0.215379 -0.969294  -0.07
C -4.109342 -0.015605 -0.344225  -0.09
C -2.110503 0.939294 1.795447  -0.30
C -3.251221 1.567735 2.296332  -0.09
C -3.583891 1.476326 3.638290  -0.08
C -2.784611 0.741563 4.502222  -0.08
C -1.665804 0.088243 4.008745  -0.07
C -1.329577 0.185908 2.665892  -0.09
H 1.038933 2.469078 2.595243  0.11
H 1.606090 2.849744 -1.206946  0.11
H 0.667032 5.378187 -1.236579  0.12
H -1.369188 6.786211 -1.251246  0.11
H -3.521838 5.824859 -0.488415  0.11
H -3.664770 3.470153 0.130005  0.10
H -2.858230 2.378492 -2.388112  0.12
H -5.007958 1.995601 -3.512175  0.11
H -6.607041 0.340318 -2.601914  0.10
H -6.020199 -0.947650 -0.571180  0.11
H -3.844696 -0.595595 0.529293  0.12
H -3.903375 2.120945 1.636052  0.09
H -4.470904 1.974171 4.008330  0.10
H -3.038517 0.670326 5.551995  0.10
H -1.046294 -0.506793 4.667268  0.11
H -0.459120 -0.342151 2.297485  0.01
C 0.204636 -2.252138 -1.460936  -0.07
C -1.028675 -1.355378 -1.543077  -0.67
C -2.261520 -2.224380 -1.804189  -0.02
C -0.829463 -0.371621 -2.699573  -0.04
O -1.207292 -0.703188 -0.270855  -0.35
H 0.245347 -2.898710 -2.339592  0.09
H 0.173773 -2.862647 -0.559726  0.07
H 1.119261 -1.654659 -1.432187  0.05
H -2.105140 -2.833296 -2.695717  0.09
H -3.149416 -1.613297 -1.954745  0.06
H -2.432468 -2.887416 -0.954520  0.10
H -0.565207 -0.922298 -3.602717  0.09
H -0.009981 0.316683 -2.468195  0.07
H -1.733471 0.200076 -2.904834  0.06

Cartesian forces (eV/Å) of the 6 atoms listed first:
-1.8 2.2 -1.0
0.0 0.0 0.0
0.0 0.0 0.0
0.0 0.0 0.0
0.1 0.0 0.1
-0.1 0.0 -0.1

Record 5
A cluster of 3 separate species, C4H16NO2 in total in a non-equilibrium geometry, computed with ωB97M-V with the def2-TZVPD basis set.

## Properties
LUMO level (alpha / beta)	0.5 / 0.3	eV
2S+1	2
E_tot	-367.0963	a.u.
gap between HOMO and LUMO (alpha / beta)	3.130 / 11.861	eV
energy above the lowest of the compared OMol25 structures with the same formula, charge and spin	39.3	kJ/mol
HOMO level (alpha / beta)	-2.588 / -11.588	eV

Last column: Löwdin charge in e.
Cartesian coordinates (Å):
C -0.967234 -1.782479 -1.281080  -0.11
C -0.913889 -0.346439 -1.767908  -0.27
N 0.027049 0.493491 -0.956843  -0.05
C 1.418155 0.004375 -0.999676  -0.27
C 2.318103 0.980476 -0.263110  -0.15
H -1.965470 -2.207307 -1.338533  0.07
H -0.571357 -1.957367 -0.289865  0.06
H -0.355377 -2.429708 -1.909727  0.07
H -0.518337 -0.273583 -2.776471  0.09
H -1.877343 0.138235 -1.713676  0.09
H -0.316281 0.461343 0.015909  0.10
H -0.026704 1.532522 -1.258213  0.05
H 1.720873 -0.005008 -2.038518  0.10
H 1.558111 -0.946937 -0.515992  0.11
H 2.205480 1.016313 0.822271  0.07
H 3.389911 0.753450 -0.326851  0.08
H 2.237723 2.012577 -0.599347  0.05
H -0.620773 -1.207407 3.935687  0.04
H -1.877164 -0.376320 3.852630  0.04
O -0.918904 -0.290795 3.937721  -0.09
H -0.763687 1.082881 2.201916  0.00
H -1.888324 2.004976 1.824007  0.04
O -1.294551 1.342710 1.445661  -0.12

Cartesian forces (eV/Å) of the 6 atoms listed first:
0.4 -0.7 -0.5
0.6 0.3 0.3
-0.6 -1.0 0.6
1.1 1.3 0.4
1.1 0.7 0.8
-0.2 0.2 0.1

Record 6
The molecule C18H29N5O3, computed with ωB97M-V with the def2-TZVPD basis set.

## Properties
LUMO level	0.6	eV
E_tot	-1202.8717	a.u.
gap between HOMO and LUMO	9.284	eV
energy above the lowest of the compared OMol25 structures with the same formula, charge and spin	15.5	kJ/mol
HOMO level	-8.642	eV

Last column: Löwdin charge in e.
Cartesian coordinates (Å):
C 5.600618 3.645847 0.366714  -0.07
H 6.115386 3.303412 1.266292  0.09
H 6.224383 3.414244 -0.498714  0.09
H 5.402437 4.714250 0.421767  0.09
O 4.332091 3.026132 0.249624  -0.02
C 4.334198 1.702781 0.163787  -0.43
N 3.143805 1.140425 0.061041  0.21
C 3.156889 -0.193791 -0.041503  -0.34
N 1.988470 -0.825142 -0.155620  -0.05
C 0.743030 -0.091129 -0.186429  -0.13
H 0.963127 0.921157 -0.529783  0.12
C -0.230471 -0.810473 -1.110616  -0.12
H -1.119490 -0.194722 -1.257724  0.10
H 0.240595 -0.951932 -2.085300  0.12
C -0.609377 -2.174740 -0.504309  -0.22
C -1.764380 -1.965603 0.483129  -0.48
O -1.619750 -1.941826 1.686190  0.07
N -2.960411 -1.795581 -0.119785  0.07
H -3.011697 -1.789319 -1.125510  0.14
C -4.157142 -1.438546 0.606477  -0.14
H -3.969517 -1.695045 1.651571  0.12
H -4.989142 -2.043446 0.232449  0.12
C -4.509652 0.053597 0.501647  -0.31
C -3.410211 0.931398 1.100358  -0.17
C -3.808215 2.403047 1.045495  -0.20
C -4.096669 2.826624 -0.391550  -0.21
C -5.189115 1.949688 -0.996157  -0.20
C -4.783154 0.479214 -0.942397  -0.18
H -5.574335 -0.141427 -1.370806  0.11
H -3.881561 0.342730 -1.544969  0.11
H -5.375165 2.244955 -2.031093  0.11
H -6.116906 2.089324 -0.436809  0.11
H -4.404858 3.873609 -0.417144  0.11
H -3.184821 2.732850 -0.986369  0.11
H -3.006801 3.017036 1.460105  0.11
H -4.700933 2.560643 1.655173  0.11
H -3.220530 0.630304 2.131719  0.12
H -2.482607 0.789550 0.541902  0.11
H -5.426786 0.202703 1.082492  0.15
C 0.595164 -2.784002 0.226416  -0.12
H 0.509683 -2.529392 1.285218  0.12
C 1.921253 -2.261939 -0.309123  -0.14
H 2.037531 -2.530883 -1.368038  0.13
H 2.759170 -2.699259 0.236950  0.12
H 0.575503 -3.870882 0.144177  0.12
H -0.955023 -2.839383 -1.302310  0.14
H 0.316943 -0.027833 0.822244  0.14
N 4.275116 -0.940262 -0.041287  0.20
C 5.396936 -0.259162 0.084092  -0.42
N 5.497192 1.061798 0.185998  0.21
O 6.552737 -0.911969 0.107862  -0.02
C 6.475359 -2.320853 0.006504  -0.07
H 7.503485 -2.676057 0.024708  0.09
H 5.913084 -2.737793 0.844969  0.09
H 5.984553 -2.614918 -0.923722  0.09

Cartesian forces (eV/Å) of the 6 atoms listed first:
0.4 0.2 0.0
0.0 0.1 -0.1
0.0 0.1 0.1
0.0 -0.1 0.0
-0.3 -0.1 0.0
0.1 -0.7 -0.1

Record 7
A cluster of 2 separate species, C11H15N in total in a non-equilibrium geometry, computed with ωB97M-V with the def2-TZVPD basis set.

## Properties
LUMO level	1.0	eV
E_tot	-482.8385	a.u.
gap between HOMO and LUMO	8.912	eV
energy above the lowest of the compared OMol25 structures with the same formula, charge and spin	201.4	kJ/mol
HOMO level	-7.944	eV

Last column: Löwdin charge in e.
Cartesian coordinates (Å):
C 0.519946 -2.605265 -4.092886  -0.17
C 1.110325 -1.190380 -3.759899  -0.19
H 0.729936 -2.676167 -5.142857  0.04
H 1.102817 -3.346711 -3.471851  0.08
H -0.531934 -2.786300 -4.090376  0.04
H 0.357840 -0.356189 -4.217144  0.11
H 2.137630 -0.971885 -4.122034  0.06
H 1.149032 -1.121376 -2.643406  0.04
C -0.655329 1.093505 4.379211  -0.06
C -0.590945 0.695196 1.838953  -0.19
C -0.085848 1.289916 3.027132  -0.23
C 0.255651 1.132356 0.791953  -0.20
C 1.081513 1.938929 2.676231  -0.02
C -1.690189 -0.505640 0.190269  -0.11
C -0.922371 -0.052060 -0.927302  -0.10
C -1.556686 -0.159347 1.512304  -0.06
C 0.087895 0.887145 -0.643803  0.00
N 1.328544 1.786615 1.277987  0.08
H -2.502753 -1.239721 0.029012  0.10
H -1.281410 -0.246474 -1.988889  0.11
H -2.122892 -0.495468 2.369341  0.11
H 0.589255 1.424593 -1.412317  0.09
H 0.005600 0.879261 5.341143  0.12
H -1.200345 0.133752 4.344103  0.07
H 1.963937 2.287178 3.199992  0.12
H 1.984092 2.328617 0.831750  0.11
H -1.263319 1.875921 4.703376  0.05

Cartesian forces (eV/Å) of the 6 atoms listed first:
2.6 0.6 0.0
-2.4 1.3 0.5
0.5 -0.9 -0.7
-0.9 0.4 -1.0
-0.8 0.4 0.9
1.9 -1.7 1.3

What is the E_tot in the third record?
-582.2258 a.u.

What is the formula in the sixth record?
C18H29N5O3

Which of these has the highest E_tot?
C4H16NO2